[1]
Computed, not measured: a structure of composition C9H19N2 in a non-equilibrium geometry, with wB97M-V/def2-TZVPD.

Last column: Mulliken charge in e.
CARTESIAN COORDINATES (ANGSTROEM)
H  -1.865  2.794  0.776  0.2931
H  0.759  1.441  -1.738  0.4540
H  2.633  -2.876  -0.589  0.3272
C  -0.188  0.167  0.806  -0.9872
H  -2.022  -2.187  0.069  0.5288
C  -0.774  1.040  -0.256  1.6380
H  -1.271  -1.457  -1.308  0.2554
C  -1.593  -0.173  0.359  1.0659
H  -0.139  2.698  0.889  0.3035
H  4.089  0.262  0.520  0.2316
H  0.166  0.103  1.751  0.8123
H  4.261  -1.861  -0.379  0.3998
H  -3.133  -0.830  1.684  0.4206
N  1.154  -1.066  0.095  -0.4203
N  3.079  0.269  0.475  -0.3269
H  0.215  -0.268  -1.843  0.3826
C  2.435  -0.865  0.181  0.8493
H  -3.056  -1.288  -0.892  0.3634
H  -3.250  0.966  1.319  0.4045
C  -0.122  0.790  -1.648  -1.9214
H  3.298  -2.605  0.971  0.3227
C  -2.032  -1.327  -0.502  -1.6650
C  -2.619  0.145  1.517  -1.6041
H  0.748  -1.925  0.059  0.1318
H  -2.094  0.141  2.500  0.3539
C  -0.955  2.467  0.173  -1.4782
C  3.243  -2.127  -0.064  -1.2752
H  2.555  1.061  0.825  0.2160
H  -0.824  1.030  -2.361  0.5202
H  -0.782  3.075  -0.725  0.4040

## Properties
Spin multiplicity: 1
Gap between HOMO and LUMO, eV: 10.713
Charge: +1

[2]
Computed, not measured: the ion C9H19N2 with charge +1 in a non-equilibrium geometry, with wB97M-V/def2-TZVPD.

Last column: Mulliken charge in e.
CARTESIAN COORDINATES (ANGSTROEM)
H  1.066  0.344  -2.347  0.5019
C  -1.651  -1.961  -0.575  -1.1409
C  -2.268  1.453  -0.394  -1.7804
C  0.942  -1.021  -0.051  -0.2596
N  -0.901  -0.699  -0.770  -0.3355
C  -1.194  0.458  0.099  0.9095
H  2.462  1.962  0.960  0.3397
H  2.123  0.385  1.833  0.4677
H  -2.791  -1.882  -0.828  0.2613
H  0.467  -2.966  0.030  0.3253
H  3.410  0.428  0.625  0.3809
H  -1.571  -2.498  0.374  0.4197
H  2.051  -2.648  0.887  0.2878
H  -3.107  0.881  -0.542  0.4760
H  -2.370  -0.354  1.947  0.2934
H  -1.127  0.919  2.268  0.3539
N  0.207  1.226  -0.065  -0.2051
H  0.185  1.930  0.696  0.4196
C  1.861  0.610  -1.668  -1.6491
H  -1.216  -2.624  -1.357  0.4466
H  -0.636  -0.694  1.759  0.4352
H  2.252  1.706  -1.641  0.4120
H  -2.534  2.272  0.258  0.4154
H  -2.309  1.963  -1.306  0.5204
H  2.750  0.002  -1.716  0.4534
H  0.136  1.738  -1.054  0.4791
C  1.441  0.353  -0.118  1.4479
C  -1.307  0.135  1.533  -1.3088
C  1.216  -2.227  0.249  -0.8169
C  2.412  0.811  0.911  -1.5507

## Properties
Spin multiplicity: 1
Gap between HOMO and LUMO, eV: 10.185
Charge: +1

[3]
Computed, not measured: the ion C9H19N2O with charge +1 in a non-equilibrium geometry, with wB97M-V/def2-TZVPD.

Last column: Mulliken spin population.
CARTESIAN COORDINATES (ANGSTROEM)
C  1.453  -1.787  0.454  -0.0088
H  0.089  -3.135  -0.612  -0.0024
H  3.661  1.946  -0.610  -0.0001
H  -0.684  -1.917  1.959  -0.0003
H  -4.222  -0.127  0.702  0.0161
H  -3.750  -1.813  0.050  0.0089
O  -0.496  -0.937  1.651  0.0854
C  3.022  1.315  0.023  0.0106
H  -4.180  -0.528  -1.052  0.0557
H  2.649  1.745  1.013  -0.0030
H  0.258  3.314  -0.499  0.0057
C  1.659  0.878  -0.691  0.0151
N  -1.827  0.732  0.033  0.0400
C  -2.212  -0.493  -0.203  0.6585
C  0.554  -0.696  0.862  0.6116
H  -2.547  1.432  0.184  -0.0103
H  1.694  0.385  -1.681  -0.0002
C  -0.552  2.818  0.134  -0.0099
N  0.568  0.478  0.147  0.0589
H  1.802  -3.133  -1.070  -0.0083
C  0.980  -2.464  -0.858  0.0587
H  -0.163  2.822  1.221  0.0286
H  1.271  1.872  -1.049  -0.0014
H  -1.498  -1.201  -0.640  0.0517
C  -0.545  1.253  -0.020  0.3405
H  3.626  0.439  0.201  0.0006
H  1.315  -2.564  1.335  0.0025
H  0.786  -1.658  -1.598  0.0033
H  2.537  -1.474  0.609  0.0153
C  -3.682  -0.750  -0.079  -0.0226
H  -1.568  3.244  0.085  -0.0004

## Properties
Spin multiplicity: 3
Gap between HOMO and LUMO (alpha / beta), eV: 6.190 / 10.135
Charge: +1

Let's list energy relative to the best compared isomer or geometry (same formula, charge and spin) in order: 78.71; 115.97; 0.00 kcal per mole.